No. 1
Below is a molecular structure, C31H47NO3P2STb at a distorted geometry, with properties calculated with ωB97M-V/def2-TZVPD.

Output
**Total charge**: +1
**LUMO level (spin up / spin down)**: -0.144 / -0.135 Ha
**Kohn-Sham gap (spin up / spin down)**: 7.25 / 7.49 eV
**Multiplicity**: 7

Last column: Mulliken spin population.
Geometry (Å):
Tb 0.000 0.000 0.000  6.1779
C -0.770 -1.934 0.807  -0.0346
C 0.610 -2.066 0.374  -0.0694
C 0.529 -0.473 2.084  -0.0644
C -0.824 -0.948 1.832  -0.0188
C 1.404 -1.187 1.202  0.0715
C -1.917 -2.780 0.344  0.0006
H -1.699 -3.262 -0.613  0.0006
H -2.832 -2.192 0.230  -0.0009
H -2.122 -3.577 1.071  0.0001
C -2.040 -0.490 2.575  -0.0050
H -2.952 -0.705 2.012  0.0009
H -1.998 0.589 2.749  0.0002
H -2.112 -0.998 3.547  -0.0009
C 0.908 0.522 3.137  0.0001
H 0.962 0.052 4.129  -0.0004
H 0.172 1.331 3.180  -0.0015
H 1.883 0.967 2.924  -0.0004
C 2.902 -1.144 1.233  -0.0133
H 3.280 -1.787 2.039  0.0015
H 3.276 -0.133 1.415  0.0005
H 3.332 -1.508 0.296  -0.0004
C 1.143 -3.107 -0.564  -0.0030
H 1.516 -3.984 -0.015  -0.0014
H 1.969 -2.713 -1.164  -0.0015
H 0.368 -3.454 -1.253  0.0001
C -2.180 1.006 -7.194  -0.0001
C -2.067 -0.325 -7.267  -0.0004
C -1.069 -1.178 -8.006  0.0000
C 0.237 -0.497 -8.473  0.0000
C 1.040 0.085 -7.334  -0.0001
C 0.910 1.277 -6.739  0.0000
C -0.054 2.400 -7.015  -0.0002
C -1.318 2.065 -7.838  0.0002
H -1.564 -1.632 -8.879  0.0000
H 0.016 0.255 -9.232  0.0000
H -0.806 -2.021 -7.352  0.0000
H -1.039 1.790 -8.857  0.0000
H -2.983 1.391 -6.565  0.0001
H -2.804 -0.904 -6.708  0.0002
H -1.907 2.986 -7.925  0.0000
H -0.371 2.809 -6.046  -0.0001
H 1.601 1.487 -5.922  0.0000
H 0.486 3.221 -7.513  0.0000
H 0.845 -1.261 -8.971  0.0000
H 1.809 -0.576 -6.933  0.0000
P -1.088 0.072 -1.992  -0.0257
P 1.486 1.320 -1.081  -0.0294
C -0.282 1.271 -3.185  0.0031
C 0.602 2.256 -2.414  0.0102
H -1.042 1.784 -3.784  -0.0001
H 0.328 0.672 -3.872  -0.0027
H 1.306 2.780 -3.070  -0.0001
H -0.014 2.993 -1.889  0.0010
C 2.327 2.648 -0.133  0.0027
H 3.024 2.241 0.608  -0.0004
H 1.578 3.260 0.378  0.0007
H 2.863 3.274 -0.852  -0.0006
C 2.897 0.570 -2.005  0.0009
H 3.312 1.274 -2.736  0.0000
H 2.556 -0.331 -2.521  -0.0007
H 3.686 0.284 -1.305  0.0004
C -2.845 0.621 -1.977  0.0022
H -3.458 0.001 -1.313  -0.0009
H -3.221 0.579 -3.002  -0.0003
H -2.885 1.662 -1.641  0.0009
C -1.208 -1.426 -3.061  -0.0017
H -0.230 -1.913 -3.116  0.0029
H -1.535 -1.157 -4.071  -0.0029
H -1.926 -2.131 -2.637  0.0001
O -3.262 1.306 0.714  -0.0022
C -2.483 2.141 1.129  -0.0002
N -1.128 2.065 0.888  0.0040
S -0.488 3.518 1.699  0.0013
O 0.831 3.309 2.453  0.0001
O -0.280 4.586 0.615  -0.0001
C -1.862 3.876 2.674  0.0005
C -1.965 4.726 3.769  0.0000
C -3.198 4.795 4.426  0.0000
C -4.286 4.027 3.965  0.0000
C -4.140 3.174 2.849  0.0001
C -2.898 3.104 2.208  -0.0008
H -1.111 5.294 4.118  0.0000
H -3.307 5.429 5.297  0.0000
H -5.230 4.074 4.491  0.0000
H -4.965 2.554 2.530  0.0000

Cartesian forces (eV/Å) of the 3 atoms listed first:
-5.1 6.5 2.7
0.8 -2.5 1.4
0.0 -2.6 2.8


No. 2
Below is a molecular structure, C31H48AsBIrN2O5Si3 at a distorted geometry, with properties calculated with ωB97M-V/def2-TZVPD.

Output
**Total charge**: 0
**LUMO level (spin up / spin down)**: -0.002 / -0.048 Ha
**ΔE to the lowest compared entry with this formula, charge and spin**: 24.8 kcal per mole
**Kohn-Sham gap (spin up / spin down)**: 4.33 / 6.30 eV
**Multiplicity**: 6

Last column: Mulliken spin population.
Geometry (Å):
Ir -1.300 0.601 0.688  1.7929
C -2.152 4.529 2.991  0.0116
C -3.356 4.907 2.409  -0.0096
C -3.911 4.120 1.420  0.0128
C -3.256 2.952 1.015  -0.0416
N -2.096 2.611 1.594  0.1639
C -1.555 3.366 2.547  -0.0260
C -3.752 2.045 -0.044  -0.0142
C -4.944 2.316 -0.723  0.0000
C -5.392 1.479 -1.730  0.0112
C -4.638 0.359 -2.067  -0.0096
C -3.455 0.089 -1.397  -0.0434
C -2.990 0.914 -0.375  0.0874
H -1.686 5.118 3.768  0.0018
H -3.860 5.811 2.724  -0.0012
H -4.844 4.411 0.963  0.0016
H -0.620 3.008 2.960  0.0082
H -5.536 3.187 -0.475  0.0000
H -6.316 1.699 -2.248  0.0008
H -4.973 -0.303 -2.856  -0.0002
H -2.874 -0.783 -1.669  -0.0386
C 0.623 -4.718 -3.000  0.0309
Si -0.486 -3.204 -2.862  0.0775
C -0.175 -2.145 -4.376  0.0033
C -2.253 -3.836 -2.935  0.0056
As -0.353 -1.794 -0.949  0.0634
Si -0.881 -3.319 0.773  0.0082
C -0.109 -2.826 2.408  0.0003
C -2.743 -3.317 0.869  -0.0005
C -0.269 -5.075 0.482  0.0031
Si 1.967 -1.107 -1.221  0.0075
C 3.110 -2.546 -1.592  0.0000
C 2.184 0.141 -2.597  0.0047
C 2.498 -0.297 0.366  0.0245
H 0.374 -5.218 -3.942  0.0028
H 0.460 -5.428 -2.191  -0.0058
H 1.684 -4.480 -3.022  -0.0044
H -0.356 -2.737 -5.278  0.0008
H 0.853 -1.786 -4.418  0.0007
H -0.837 -1.277 -4.392  -0.0003
H -2.406 -4.405 -3.856  0.0005
H -2.967 -3.010 -2.919  -0.0024
H -2.482 -4.495 -2.095  0.0002
H -0.417 -1.829 2.720  0.0048
H 0.981 -2.865 2.314  0.0011
H -0.415 -3.549 3.170  -0.0018
H -3.103 -2.314 1.100  0.0029
H -3.062 -3.998 1.664  0.0002
H -3.199 -3.646 -0.067  -0.0014
H 0.816 -5.104 0.356  0.0018
H -0.730 -5.544 -0.388  0.0015
H -0.531 -5.678 1.357  -0.0007
H 2.905 -2.964 -2.576  0.0015
H 3.035 -3.343 -0.850  0.0012
H 4.143 -2.181 -1.603  -0.0009
H 1.916 -0.245 -3.579  -0.0061
H 3.241 0.423 -2.619  -0.0013
H 1.594 1.040 -2.432  0.0255
H 2.337 -0.993 1.177  0.0009
H 1.953 0.624 0.589  -0.0060
H 3.547 0.015 0.250  0.0014
O -2.221 -0.306 1.991  1.0828
O 0.862 1.586 3.816  0.0002
C 1.123 0.600 3.042  -0.0083
O 0.593 0.356 1.954  0.0292
C 2.265 -0.297 3.677  0.0016
N 2.431 0.400 4.997  -0.0001
C 3.834 0.836 5.201  0.0001
C 4.417 0.790 3.798  -0.0001
C 3.716 -0.405 3.156  0.0017
H 1.853 -1.290 3.861  -0.0009
H 2.051 -0.124 5.777  -0.0001
H 1.686 1.247 4.742  0.0006
H 4.329 0.116 5.853  0.0000
H 3.852 1.817 5.671  0.0000
H 5.500 0.686 3.831  0.0000
H 4.180 1.697 3.239  -0.0001
H 4.128 -1.343 3.542  0.0000
H 3.878 -0.431 2.083  -0.0010
O -0.741 2.167 -2.067  0.0306
B -0.363 1.919 -0.741  -0.2417
O 0.756 2.769 -0.437  0.1293
C 1.006 3.480 -1.557  0.4178
C 2.072 4.501 -1.751  0.3126
C 2.123 5.073 -2.957  -0.0375
C 1.201 4.727 -4.010  0.6092
C 0.114 3.683 -3.798  0.4140
C 0.091 3.133 -2.588  0.0093
H 2.750 4.744 -0.945  0.0374
H 2.876 5.824 -3.163  0.0048
H 1.278 5.215 -4.968  0.0334
H -0.577 3.421 -4.584  0.0227

Cartesian forces (eV/Å) of the 3 atoms listed first:
-0.6 0.0 0.4
0.0 0.0 0.0
0.0 0.0 0.0


Q: The lowest multiplicity belongs to which entry?
A: C31H48AsBIrN2O5Si3


Q: The highest total charge belongs to which entry?
A: C31H47NO3P2STb


Q: Which of these has the highest total charge?
A: C31H47NO3P2STb


Q: The highest total charge belongs to which entry?
A: C31H47NO3P2STb